Record 1
Molecular formula: C25H48CeO3P2S
Method: DFT, ωB97M-V with the def2-TZVPD basis set

Properties
LUMO energy (spin up / spin down) = -0.105 / -0.102 Eh
molecular weight = 630.787 g mol⁻¹
charge = +1
multiplicity = 2

Structure (XYZ):
```
80
Properties=species:S:1:pos:R:3:forces:R:3:mulliken_charge:R:1
Ce 0.192 -0.300 0.121 -3.7 1.9 4.3 -1.84
C 0.528 -1.659 -1.859 2.9 0.1 -0.4 0.97
C 0.871 -0.275 -2.221 2.5 -2.0 0.9 1.02
C 2.416 -1.008 -0.574 -0.9 -0.4 -2.4 0.79
C 1.514 -2.121 -0.884 0.5 1.7 -2.0 1.00
C 2.045 0.131 -1.410 0.0 -2.6 -1.7 1.02
C -0.445 -2.516 -2.605 -0.3 -0.3 -0.4 -1.88
H -1.326 -1.974 -2.983 0.3 0.0 0.1 0.29
H -0.835 -3.374 -2.035 0.3 0.3 -0.1 0.40
H 0.062 -2.936 -3.490 -0.2 0.1 0.2 0.37
C 1.742 -3.518 -0.472 0.2 -1.0 0.7 -1.42
H 0.947 -4.199 -0.815 0.3 0.3 0.1 0.44
H 1.835 -3.641 0.626 0.0 0.1 -0.6 -0.07
H 2.696 -3.872 -0.909 -0.4 0.1 0.2 0.40
C 3.633 -1.081 0.262 1.0 -0.2 0.7 -1.58
H 4.514 -1.277 -0.376 -0.3 0.1 0.1 0.39
H 3.600 -1.877 1.023 -0.1 0.4 -0.5 0.32
H 3.861 -0.159 0.829 -0.2 -0.3 -0.3 0.15
C 3.044 1.192 -1.737 0.4 0.7 -0.2 -1.87
H 3.705 0.789 -2.526 -0.2 0.2 0.2 0.38
H 3.699 1.433 -0.885 -0.3 -0.2 -0.3 0.45
H 2.640 2.150 -2.112 0.0 -0.5 0.2 0.28
C 0.550 0.205 -3.567 -0.7 0.7 -1.5 -1.60
H 1.093 -0.459 -4.286 -0.4 0.6 0.3 0.30
H 0.859 1.249 -3.761 -0.1 -0.5 0.1 0.46
H -0.531 0.121 -3.825 0.7 0.1 0.2 0.16
C -2.548 2.026 -0.501 -0.2 -0.5 -2.6 0.21
C -2.473 1.480 -1.767 -0.3 1.3 2.2 0.23
C -2.882 2.270 -2.984 -0.4 -0.6 -0.4 -1.29
C -1.861 3.383 -3.386 0.1 0.4 -0.4 -1.07
C -0.668 3.557 -2.467 0.0 0.5 0.1 -0.30
C -0.795 4.118 -1.255 -0.1 0.2 -0.5 -0.38
C -2.140 4.564 -0.717 0.3 0.6 0.0 -0.87
C -3.099 3.418 -0.275 -0.2 -0.2 0.8 -1.27
H -3.877 2.733 -2.842 0.5 -0.3 0.1 0.49
H -2.422 4.337 -3.399 0.3 -0.4 -0.1 0.37
H -3.001 1.562 -3.832 0.1 0.4 0.5 0.34
H -4.072 3.551 -0.782 0.4 -0.2 0.2 0.39
H -2.162 1.548 0.392 0.0 -0.5 0.1 0.43
H -2.055 0.504 -1.981 0.1 -0.3 0.3 0.45
H -3.301 3.526 0.812 0.0 0.0 -0.6 0.34
H -1.968 5.261 0.128 -0.2 -0.4 -0.4 0.38
H 0.074 4.380 -0.648 0.0 -0.3 -0.2 0.48
H -2.663 5.152 -1.496 0.3 -0.2 0.3 0.39
H -1.519 3.222 -4.429 -0.1 0.0 0.7 0.35
H 0.315 3.306 -2.878 -0.2 0.1 0.3 0.59
P -1.807 -1.977 0.943 1.0 0.4 -0.8 1.60
C -1.221 -3.681 1.016 -0.5 -0.1 0.4 -1.07
H -2.083 -4.133 1.499 0.1 -0.9 0.1 0.70
H -0.319 -3.815 1.621 -0.4 0.2 -0.2 -0.10
H -1.076 -4.083 0.011 -0.1 0.0 0.2 0.23
C -2.392 -1.556 2.593 -0.2 -0.4 -0.3 -1.24
H -3.060 -2.397 2.764 -0.4 0.2 0.9 0.52
H -2.925 -0.601 2.568 -0.1 -0.2 0.1 0.37
H -1.565 -1.534 3.309 -0.1 -0.1 -0.1 0.26
C -3.246 -2.091 -0.135 0.0 -0.3 0.7 -1.28
H -3.797 -1.149 -0.102 -0.2 -0.2 -0.1 0.39
H -3.758 -2.911 0.362 -1.0 -0.1 -0.6 0.50
H -2.943 -2.345 -1.156 -0.2 0.0 0.3 0.30
P 1.000 1.532 1.943 0.8 -1.5 0.5 1.98
C 2.387 2.516 1.341 -0.6 1.1 0.3 -1.43
H 2.267 3.364 2.010 1.0 0.7 -0.2 0.56
H 2.344 2.791 0.286 -0.1 0.2 0.3 0.15
H 3.296 1.951 1.564 -0.2 0.2 0.0 0.42
C -0.327 2.292 2.907 0.6 1.0 -0.4 -1.29
H -0.667 3.181 2.369 -0.3 0.1 0.5 0.31
H 0.209 2.513 3.826 -0.6 0.5 0.4 0.63
H -1.148 1.590 3.097 0.3 0.1 -0.2 0.24
C 1.918 0.800 3.326 -0.2 0.1 -0.1 -1.90
H 2.270 1.723 3.794 0.3 -0.3 0.6 0.71
H 2.745 0.171 2.977 -0.2 0.2 0.2 0.33
H 1.245 0.217 3.963 0.3 0.2 0.1 0.41
C 1.567 -4.421 3.201 -0.1 0.4 -0.1 -1.13
S 1.692 -2.456 3.210 -1.4 -0.4 1.1 1.17
O 1.059 -2.408 4.548 1.0 1.1 -1.8 -0.70
O 3.090 -2.073 3.011 -1.2 -0.7 0.6 -0.69
O 0.830 -1.562 2.217 1.0 -2.2 0.6 -0.64
H 2.252 -4.692 4.047 -0.5 0.6 -0.9 0.43
H 1.843 -5.017 2.303 -0.1 0.8 0.4 0.30
H 0.532 -4.660 3.549 0.9 0.4 -0.5 0.35
```
Forces are in eV/Å.

---

Record 2
Molecular formula: C6H11N2O
Method: DFT, ωB97M-V with the def2-TZVPD basis set

Properties
LUMO energy = -0.204 Eh
molecular weight = 127.167 g mol⁻¹
charge = +1
energy relative to the best compared isomer or geometry (same formula, charge and spin) = 3.907 eV

Structure (XYZ):
```
20
Properties=species:S:1:pos:R:3:forces:R:3:mulliken_charge:R:1
C 1.163 -1.610 -0.378 -2.4 1.2 1.5 -0.10
C -0.345 -1.622 1.399 -2.9 1.4 0.4 -0.20
C 0.884 -0.152 -0.553 1.9 1.2 3.4 -0.12
C -0.599 -0.057 -0.410 -2.3 4.5 0.0 0.25
C 1.677 0.734 0.548 3.5 -1.6 -1.8 -1.29
C -1.191 1.847 -0.393 -0.1 -4.2 -0.1 -1.04
N 0.610 -2.082 0.698 3.3 -2.3 -2.2 -0.26
N -1.120 -0.684 0.829 -0.9 0.0 0.0 -0.07
O -1.071 -0.590 -1.570 -0.7 -1.2 -1.0 -0.48
H 1.433 -2.242 -1.193 0.7 -0.7 -0.1 0.42
H -0.668 -2.110 2.326 0.4 0.5 -0.1 0.41
H 1.159 0.327 -1.451 0.3 -0.2 -1.3 0.52
H 1.632 1.738 0.194 -0.6 0.9 0.3 0.41
H 2.869 0.548 0.352 -2.8 0.1 0.4 0.34
H 1.596 0.600 1.631 -0.7 -0.1 -0.4 0.31
H -1.039 2.198 0.613 -0.3 0.2 0.2 0.40
H -2.235 1.708 -0.769 0.8 0.2 0.8 0.39
H -0.651 2.407 -1.122 0.7 0.1 -0.5 0.35
H -2.124 -0.517 1.119 1.8 -0.3 -0.4 0.33
H -1.982 -0.440 -1.872 0.3 0.3 0.7 0.40
```
Forces are in eV/Å.

---

Record 3
Molecular formula: C19H29AlBeCaCl2CsFI4KLiO13S
Method: DFT, ωB97M-V with the def2-TZVPD basis set

Properties
LUMO energy = -0.320 Eh
molecular weight = 1350.031 g mol⁻¹
charge = +2

Structure (XYZ):
```
75
Properties=species:S:1:pos:R:3:forces:R:3:mulliken_charge:R:1
C 1.631 3.273 1.377 0.7 0.5 0.8 -0.70
C 2.993 3.271 0.553 -0.8 0.0 -1.0 -1.96
I 4.736 3.537 1.905 1.7 -2.5 -0.6 0.05
C 3.151 2.069 -0.387 -0.2 0.0 0.7 -0.76
Al 1.982 0.405 -0.033 -0.2 -0.4 -0.9 -1.72
C 0.109 0.794 -0.821 0.8 0.7 1.1 -0.68
C -1.014 0.646 0.220 -0.8 0.3 -1.4 -0.66
C -1.436 -0.791 0.626 0.5 0.3 0.2 -1.32
S -0.666 -2.105 -0.348 0.0 -0.2 -0.6 -0.15
C 1.641 -0.029 1.931 -0.4 -0.8 -0.2 0.20
C 2.817 -0.256 2.756 0.0 0.5 0.3 -0.22
O 3.522 0.566 3.234 0.3 0.3 0.2 -0.46
I 3.278 -2.362 3.186 -0.1 -0.2 -0.5 0.01
C 2.892 -1.228 -0.877 0.3 1.4 0.4 -0.72
I 2.278 -1.841 -2.905 -0.9 0.3 0.1 0.32
C 4.409 -1.132 -1.029 -0.4 -1.2 0.0 -0.43
C 5.132 -0.684 0.233 0.6 0.2 -0.5 -1.08
I 5.123 -3.125 -1.525 0.7 0.1 1.1 0.16
H 1.775 2.777 2.385 -0.4 0.2 -1.1 0.94
H 0.762 2.892 0.828 0.5 -0.5 -0.2 0.07
H 1.389 4.357 1.631 -1.3 -4.2 -1.4 0.21
H 2.987 4.211 -0.089 0.2 -0.9 0.6 0.92
H 4.212 1.852 -0.436 0.1 -0.3 -0.2 0.68
H 2.892 2.427 -1.386 -0.1 0.0 -0.1 0.57
H -0.103 0.236 -1.727 -0.1 -0.2 0.0 0.63
H 0.133 1.863 -1.114 0.0 0.1 -0.2 0.33
H -1.947 1.113 -0.239 0.5 -0.3 0.7 1.26
H -0.771 1.183 1.163 0.3 -0.5 0.0 0.06
H -2.507 -0.884 0.508 -0.1 -0.2 0.2 0.43
H -1.187 -0.945 1.666 -0.3 -0.1 0.2 0.46
H 0.120 -2.743 0.526 -0.1 0.2 0.3 0.16
H 1.062 -0.948 1.929 -0.1 -0.1 -0.3 0.63
H 0.992 0.708 2.402 0.2 0.3 0.2 0.33
H 2.590 -2.096 -0.297 0.0 -0.4 -0.2 0.66
H 4.656 -0.565 -1.919 0.2 0.4 0.1 0.70
H 4.691 0.180 0.724 -0.2 -0.1 0.2 0.07
H 5.285 -1.513 0.909 -0.3 0.0 0.3 0.45
H 6.132 -0.383 -0.071 0.2 0.1 0.0 0.36
C -2.770 -4.299 -2.699 -0.1 0.3 0.1 -0.11
C -1.621 -4.510 -3.662 -0.1 -0.6 0.2 0.55
O -2.213 -5.257 -4.695 -0.1 0.5 -0.1 -0.34
C -3.544 -4.913 -4.729 -0.1 -0.2 0.1 0.56
O -4.272 -5.139 -5.626 -0.1 0.0 -0.2 -0.45
O -3.890 -4.259 -3.589 0.3 0.0 0.0 -0.34
F -0.623 -5.231 -3.103 0.1 0.1 -0.1 -0.28
H -2.875 -5.134 -2.006 0.1 -0.1 -0.1 0.28
H -2.690 -3.377 -2.131 -0.2 0.1 -0.1 0.04
H -1.201 -3.587 -4.081 0.1 0.0 0.1 0.11
Li -1.705 2.579 0.950 -1.8 -1.9 0.2 0.52
K 2.761 5.289 1.933 2.0 7.1 2.2 1.07
C 4.504 -3.051 -5.232 -0.2 -0.4 0.2 0.47
O 5.181 -2.081 -5.614 -0.4 0.6 0.0 -0.65
O 4.117 -3.948 -6.239 0.2 0.7 0.3 -0.46
O 4.094 -3.309 -4.075 -0.1 -0.5 -1.8 -0.61
H 4.552 -3.520 -6.990 0.0 -0.5 -0.3 0.32
Cs -0.707 4.925 2.080 -2.5 1.4 1.5 1.27
C -3.846 0.316 2.169 -0.2 0.5 -0.2 0.62
O -4.286 -0.794 2.423 0.2 0.0 0.0 -0.60
O -4.495 1.024 1.125 1.0 -0.9 0.4 -0.31
O -2.871 0.938 2.676 1.1 1.2 -0.5 -0.71
H -5.162 0.340 0.939 -0.2 0.7 -0.5 0.20
Ca 1.341 -0.385 -5.189 0.8 -0.6 0.3 1.20
C 1.532 3.807 7.101 -0.6 0.2 -0.4 0.78
O 2.653 3.463 7.469 0.0 -0.1 0.1 -0.36
O 1.281 4.338 5.979 0.2 0.0 -0.3 -0.46
O 0.497 3.662 7.797 0.3 -0.1 0.2 -0.29
Be 4.250 -2.464 5.915 0.1 0.1 0.3 0.13
Cl -6.263 3.605 0.115 0.0 0.0 0.0 -0.18
C -7.917 2.920 0.078 -0.2 -0.1 0.0 -0.52
C -8.248 2.118 1.310 0.0 0.0 0.1 -0.43
Cl -7.339 0.585 1.428 -0.7 0.0 0.1 -0.16
H -8.006 2.320 -0.823 0.1 0.0 0.0 0.32
H -8.599 3.763 0.000 0.0 0.0 0.0 0.35
H -9.302 1.850 1.287 0.0 0.0 -0.1 0.35
H -8.056 2.684 2.216 0.1 0.0 0.0 0.31
```
Forces are in eV/Å.